(1)
C5H7NS as an isolated structure at a distorted geometry. Source: the Open Molecules 2025 dataset; level of theory: ωB97M-V with the def2-TZVPD basis set.

Properties
max |F|: 1.230 eV Å⁻¹
HOMO-LUMO gap: 9.500 eV
energy above the lowest of the compared OMol25 structures with the same formula, charge and spin: 2.101 eV
energy: -647.579825 Ha
multiplicity: 1

Cartesian coordinates (Å):
C: 0.59112 1.26085 -0.03756
C: 0.65097 0.16308 1.04984
C: 0.66211 0.10956 -1.06421
C: -0.57298 -0.75095 -0.70899
C: -0.56072 -0.69833 0.74769
H: -0.33800 1.88229 -0.05866
H: 1.48083 1.89004 -0.03499
H: 0.88317 0.41891 2.09735
H: 0.89494 0.30409 -2.10983
H: -0.76573 -1.68890 -1.27606
H: -2.45299 -0.60456 0.01061
H: -0.78908 -1.56341 1.36464
N: -1.64157 -0.03283 0.00020
S: 1.95791 -0.68984 0.01997

Results of the Mulliken charge analysis, in e, for atoms 1 through 4: -0.836 -0.302 -0.313 -0.116



(2)
An isolated ion of composition C5H7O2S2 and charge -1 at a distorted geometry. Source: the Open Molecules 2025 dataset; level of theory: ωB97M-V with the def2-TZVPD basis set.

Properties
max |F|: 8.947 eV Å⁻¹
HOMO-LUMO gap (spin up / spin down): 6.357 / 6.708 eV
total charge: -1
energy above the lowest of the compared OMol25 structures with the same formula, charge and spin: 3.479 eV
energy: -1141.466636 Ha
multiplicity: 1

Cartesian coordinates (Å):
C: -3.44797 0.68031 0.13704
C: -2.11398 0.62397 0.17645
C: -1.46005 -0.57406 -0.05263
C: 0.27227 -0.43106 -0.04628
C: 2.85870 -1.11661 -0.28995
O: 1.79416 1.28835 1.40722
O: 1.86884 1.45572 -1.05197
S: 1.19834 -1.83792 0.27962
S: 1.04629 1.33551 0.17210
H: -4.08195 1.58632 0.22828
H: -3.99783 -0.25828 -0.11465
H: -1.57182 1.56477 0.38508
H: -1.91119 -1.51609 -0.17890
H: 2.77210 -0.24524 -0.91602
H: 3.36628 -1.78515 -0.81558
H: 3.40781 -0.77054 0.68020

Results of the Mulliken charge analysis, in e, for atoms 1 through 4: -0.923 0.228 -0.626 0.152



(3)
C5H7O3Sm as an isolated structure at a distorted geometry. Source: the Open Molecules 2025 dataset; level of theory: ωB97M-V with the def2-TZVPD basis set.

Properties
⟨S²⟩: 12.007
max |F|: 4.127 eV Å⁻¹
HOMO-LUMO gap (spin up / spin down): 4.167 / 6.284 eV
total charge: +3
energy above the lowest of the compared OMol25 structures with the same formula, charge and spin: 2.215 eV
energy: -1077.084853 Ha
multiplicity: 7

Cartesian coordinates (Å):
O: 1.91766 0.64014 0.04615
Sm: 3.19875 2.78139 -0.01989
O: 1.06125 2.60558 -0.16591
C: 0.74305 1.38315 -0.08171
O: -0.34760 0.84636 -0.08823
C: 1.88088 -0.80358 0.16035
C: 3.24295 -1.34836 0.00224
H: 1.44505 -1.05954 1.13460
H: 1.20314 -1.16537 -0.63232
H: 3.52785 -2.24208 0.55479
H: 3.89157 -0.97662 -0.79217
C: -3.80858 -0.51305 -0.44746
C: -4.66456 0.20496 0.14710
H: -5.44678 0.72835 -0.42756
H: -4.53811 0.43402 1.21893
H: -3.30651 -1.51534 -0.60892

Results of the Mulliken charge analysis, in e, for atoms 1 through 4: -0.442 1.672 -0.673 0.835



(4)
C5H7O4Tl as an isolated structure at a distorted geometry. Source: the Open Molecules 2025 dataset; level of theory: ωB97M-V with the def2-TZVPD basis set.

Properties
⟨S²⟩: 0.753
max |F|: 5.104 eV Å⁻¹
HOMO-LUMO gap (spin up / spin down): 8.761 / 9.508 eV
total charge: +1
energy above the lowest of the compared OMol25 structures with the same formula, charge and spin: 4.832 eV
energy: -667.712945 Ha
multiplicity: 2

Cartesian coordinates (Å):
H: 0.24585 -2.43165 -0.23493
Tl: 1.11265 -0.52724 -2.64738
O: 0.99489 -0.61713 -0.29050
O: -1.04046 -1.36252 0.73932
C: -1.66910 -0.10767 0.92248
C: -1.51814 0.60841 -0.40539
O: -0.81535 -0.74675 -1.36173
C: -0.15593 -1.38054 -0.32446
H: -2.71293 -0.27995 1.20511
H: -1.16509 0.43005 1.73866
H: -1.05869 1.48688 -0.86615
H: -2.54227 0.89106 -0.69465
H: 1.14885 1.44545 1.23318
O: 2.98410 0.99057 -1.20534
C: 1.55826 0.55953 0.72144
C: 2.69556 1.09981 -0.07917
H: 1.93780 -0.05831 1.54953

Results of the Mulliken charge analysis, in e, for atoms 1 through 4: 0.335 0.668 -0.452 -0.435



(5)
An isolated molecule of C5H7P at a distorted geometry. Source: the Open Molecules 2025 dataset; level of theory: ωB97M-V with the def2-TZVPD basis set.

Properties
structure (SMILES): CC1=PCC=C1
max |F|: 4.039 eV Å⁻¹
HOMO-LUMO gap: 7.852 eV
energy above the lowest of the compared OMol25 structures with the same formula, charge and spin: 0.898 eV
energy: -535.981500 Ha
multiplicity: 1

Cartesian coordinates (Å):
C: -0.67544 -0.27016 -0.28664
C: -1.32095 0.77833 0.20030
C: 0.69599 -0.31880 -0.10319
C: -0.44691 1.71270 1.08978
C: 1.34200 -1.49975 -0.75187
P: 1.31158 1.18740 0.79502
H: -1.27562 -1.01425 -0.97472
H: -2.41144 0.98609 -0.08260
H: -0.78275 2.74484 0.92827
H: -0.59369 1.23754 2.09301
H: 0.84838 -1.51613 -1.85937
H: 0.92270 -2.43991 -0.20959
H: 2.38614 -1.58789 -0.83842

Results of the Mulliken charge analysis, in e, for atoms 1 through 4: -0.578 -0.224 0.535 -0.679



(6)
An isolated molecule of C5H7P at a distorted geometry. Source: the Open Molecules 2025 dataset; level of theory: ωB97M-V with the def2-TZVPD basis set.

Properties
structure (SMILES): [H]/P=C/[C@H]1C=C1C
max |F|: 3.212 eV Å⁻¹
HOMO-LUMO gap: 9.083 eV
energy above the lowest of the compared OMol25 structures with the same formula, charge and spin: 3.054 eV
energy: -535.902266 Ha
multiplicity: 1

Cartesian coordinates (Å):
C: -0.38001 0.34274 -1.46627
C: 0.70054 0.35548 -0.36868
C: -0.86526 0.58719 -0.29793
C: 1.34490 -0.94248 0.04229
C: -1.91074 0.75557 0.70103
P: 2.86680 -0.84665 0.61116
H: -0.69538 0.23930 -2.46320
H: 1.41028 1.08690 -0.12260
H: 0.95531 -1.77208 -0.40842
H: 2.98427 -2.22891 0.87523
H: -2.79229 0.83562 0.17621
H: -1.91230 1.59587 1.36361
H: -1.70613 -0.00856 1.35756

Results of the Mulliken charge analysis, in e, for atoms 1 through 4: -0.666 -0.527 0.486 -0.252